DFT (ωB97M-V/def2-TZVPD) results for an isolated ion of composition C7H7ClNO2S and charge -1 in a non-equilibrium geometry.

molar mass: 204.658 g mol⁻¹
energy: -36314.80027 eV
HOMO: -4.09 eV

ORCA input file:
```
! RIJCOSX wB97M-V def2-TZVPD def2/J DEFGRID3
* xyz -1 1
C 2.65439 0.10650 0.61792
C 1.51413 0.64826 1.26825
C 2.53982 -0.90404 -0.28082
C 0.27000 0.16559 0.83959
C 1.33303 -1.53430 -0.42316
C 0.13369 -1.04502 0.09269
C -2.22102 1.37645 -1.00540
N -1.10623 -1.52072 -0.09101
O -3.43794 -1.92667 0.17753
O -2.88645 0.57224 -0.20937
S -2.40129 -1.03252 0.66912
Cl -1.88786 2.98577 -0.12881
H 3.70397 0.63344 0.66936
H 1.63357 1.69158 1.76011
H 3.37709 -1.01422 -1.03785
H -0.57585 0.68224 1.17098
H 1.36692 -2.59071 -0.98175
H -1.18127 1.07680 -1.20907
H -2.82870 1.62933 -1.89831
*
```

***

DFT (ωB97M-V/def2-TZVPD) results for a 4-piece molecular cluster, C4H5N3O2 overall in a non-equilibrium geometry.

molar mass: 127.103 g mol⁻¹
energy: -12784.67088 eV
HOMO: -9.58 eV
energy above the lowest of the compared OMol25 structures with the same formula, charge and spin: 258.36 kcal/mol

ORCA input file:
```
! RIJCOSX wB97M-V def2-TZVPD def2/J DEFGRID3
* xyz 0 1
C 2.09251 0.74578 0.07623
C 1.48739 -0.63624 -0.03281
C -1.70865 0.89756 -0.12008
C -2.07677 -0.51227 -0.04785
H 1.21409 1.84398 -0.32353
H 2.21150 0.74574 1.68392
H 3.21270 0.50941 -1.00344
H -2.67884 1.51972 -0.70116
H -0.99522 -2.15010 0.16595
N 0.05160 -0.19461 0.40744
N -0.42460 1.08797 -0.01523
N -0.90019 -1.12092 -0.10842
O 1.80810 -1.84003 -0.12344
O -3.29363 -0.89599 0.14241
*
```

***

DFT (ωB97M-V/def2-TZVPD) results for C26H20InN4O10 as an isolated structure in a non-equilibrium geometry.

molar mass: 663.282 g mol⁻¹
energy: -58900.29655 eV
HOMO: -6.06 eV
energy above the lowest of the compared OMol25 structures with the same formula, charge and spin: 6.50 kcal/mol

ORCA input file:
```
! RIJCOSX wB97M-V def2-TZVPD def2/J DEFGRID3
* xyz -1 1
In -0.32788 0.17441 -0.49197
N -2.40208 -0.08249 -1.72027
C -2.95938 1.03271 -2.46317
C -1.89808 1.61461 -3.38977
C -0.90888 2.51421 -2.61807
O -0.72658 3.65631 -3.00687
O -0.30148 2.00981 -1.62127
H -2.08428 -0.82549 -2.33647
H -3.06808 -0.48069 -1.06747
H -3.27608 1.79891 -1.74747
H -3.84118 0.71671 -3.05127
H -2.35428 2.21401 -4.17737
H -1.33228 0.80111 -3.85017
O 1.05372 -2.84369 -3.20327
C 0.86022 -1.85969 -2.50127
O -0.18548 -1.63589 -1.83057
C 1.94822 -0.78599 -2.45547
C 3.04982 -0.90059 -3.32407
C 4.01382 0.06621 -3.29897
C 3.86512 1.16631 -2.42957
C 4.79782 2.22081 -2.34947
C 4.57782 3.27691 -1.50817
C 3.41462 3.33851 -0.72397
C 2.48642 2.33751 -0.78337
C 2.69892 1.21781 -1.61027
N 1.79572 0.21641 -1.63467
H 3.09202 -1.75109 -3.98657
H 4.87132 0.01381 -3.95637
H 5.68542 2.17601 -2.96817
H 5.28982 4.08851 -1.46127
H 3.25812 4.18361 -0.06867
H 1.56152 2.38561 -0.23507
O 2.36942 1.37341 2.55423
C 1.59612 0.74371 1.84773
O 0.58352 1.20561 1.24593
C 1.81372 -0.76449 1.72673
C 2.67102 -1.42269 2.60273
C 2.70682 -2.80329 2.57133
C 1.89552 -3.46599 1.66293
C 1.11582 -2.72199 0.79203
N 1.08702 -1.40419 0.83053
H 3.25882 -0.83949 3.29543
H 3.33802 -3.35359 3.25423
H 1.87162 -4.54239 1.63303
H 0.48212 -3.18529 0.05403
O -2.04638 1.60121 0.67033
C -2.54558 1.41561 1.75953
C -2.95448 0.15051 2.33143
C -3.86248 0.13771 3.38063
C -4.34708 -1.05959 3.89053
C -3.85838 -2.28649 3.39373
C -2.93468 -2.29599 2.40193
C -2.46298 -1.08979 1.77783
O -1.69028 -1.18629 0.79293
N -5.35718 -1.06429 4.86853
O -5.78618 0.00761 5.27623
O -5.77828 -2.14629 5.26083
H -2.77528 2.29481 2.40023
H -4.24118 1.07191 3.77843
H -4.24668 -3.20189 3.81533
H -2.55698 -3.22309 2.00163
*
```

***

DFT (ωB97M-V/def2-TZVPD) results for one molecule with the formula C5H9NS2 in a non-equilibrium geometry.

molar mass: 147.268 g mol⁻¹
structure (SMILES): C=C(C)[C@@H](S)C(N)=S
energy: -28490.60472 eV
HOMO: -8.67 eV
energy above the lowest of the compared OMol25 structures with the same formula, charge and spin: 23.78 kcal/mol

ORCA input file:
```
! RIJCOSX wB97M-V def2-TZVPD def2/J DEFGRID3
* xyz 0 1
C -1.96438 -0.76567 -0.38753
C -0.95462 -0.11138 0.18032
C -0.79375 0.18631 1.71750
C 0.07385 0.53140 -0.78537
S -0.01556 2.36123 -0.65653
C 1.51225 0.03174 -0.51233
N 1.77754 -1.17939 -1.10989
S 2.57675 0.55795 0.65919
H -2.06423 -0.90521 -1.50642
H -2.64656 -1.12303 0.34696
H -0.13065 -0.53795 2.19788
H -0.40491 1.16969 1.98526
H -1.71208 0.15481 2.24968
H -0.22677 0.30030 -1.78765
H 1.14483 2.62530 0.01140
H 2.64983 -1.68678 -0.83460
H 1.17845 -1.60932 -1.76787
*
```

***

DFT (ωB97M-V/def2-TZVPD) results for C18H14BrN4O6PdS4Sb as an isolated structure.

molar mass: 818.684 g mol⁻¹
⟨S²⟩: 0.756
energy: -160540.13957 eV
HOMO (spin up / spin down): -5.77 / -6.04 eV
energy above the lowest of the compared OMol25 structures with the same formula, charge and spin: 15.17 kcal/mol

ORCA input file:
```
! RIJCOSX wB97M-V def2-TZVPD def2/J DEFGRID3
* xyz -1 2
Pd 0.08790 0.29155 -1.08415
C 2.58047 1.02840 6.73601
C 1.59010 0.99452 5.60283
C 1.94473 1.44870 4.33406
C 1.03365 1.44088 3.29252
C -0.25140 0.97176 3.52498
C -0.62812 0.50806 4.77392
C 0.29753 0.52320 5.80752
S -1.38419 0.89576 2.16919
O -1.39623 2.25736 1.62094
O -2.63485 0.39005 2.67318
N -0.68212 -0.02121 1.10607
C -0.89890 -1.34819 0.89073
C -1.44173 -2.31928 1.74194
C -1.51788 -3.61548 1.27837
C -1.07857 -3.94577 -0.00307
C -0.57654 -2.93312 -0.79567
N -0.49264 -1.68597 -0.35067
H 3.60314 1.07442 6.36298
H 2.48729 0.14471 7.36807
H 2.41738 1.90420 7.36819
H 2.95333 1.80242 4.15660
H 1.31399 1.77223 2.29980
H -1.63641 0.14706 4.92551
H 0.00998 0.15947 6.78752
H -1.79558 -2.04232 2.72366
H -1.92934 -4.38394 1.92180
H -1.13805 -4.95668 -0.37916
H -0.24321 -3.08347 -1.81486
S -1.98144 5.08182 -1.05287
Sb -1.20961 3.04952 -0.72312
S -2.16862 1.06693 -1.33704
S 0.99179 2.44156 -0.57168
Br -0.78783 -1.90497 -8.90191
C -0.47015 -0.52818 -7.63380
C -0.28892 0.77210 -8.07657
N -0.06295 1.78176 -7.24263
C -0.00705 1.51027 -5.93909
C -0.18021 0.23618 -5.41238
C -0.42246 -0.81253 -6.28445
C -0.12206 -0.02637 -3.92489
O 0.24968 0.96909 -3.21801
O -0.45428 -1.14061 -3.51044
H -0.32870 1.00106 -9.13520
H 0.18441 2.33759 -5.26791
H -0.57033 -1.80810 -5.88911
O 1.98210 -0.31687 -1.33154
N 2.75279 -0.63477 -0.34505
O 2.30009 -0.49481 0.75892
*
```

***

DFT (ωB97M-V/def2-TZVPD) results for a 3-piece molecular cluster, C5H17NO2 overall in a non-equilibrium geometry.

molar mass: 123.196 g mol⁻¹
structure (SMILES): CC(C)[C@H](C)N.O.O
energy: -11043.91990 eV
HOMO: -9.09 eV
energy above the lowest of the compared OMol25 structures with the same formula, charge and spin: 53.88 kcal/mol

ORCA input file:
```
! RIJCOSX wB97M-V def2-TZVPD def2/J DEFGRID3
* xyz 0 1
C -1.04986 -1.52621 0.22591
C -1.27909 -0.26956 1.00105
C -2.03298 0.78769 0.27081
C 0.13399 0.18843 1.41045
C 0.24438 1.07693 2.61441
N 0.82613 0.83305 0.21308
H -0.94361 -2.34785 0.83012
H -0.28546 -1.71947 -0.61831
H -1.89149 -1.67435 -0.48917
H -1.94057 -0.59800 1.90255
H -1.56420 1.73515 0.16771
H -2.08181 0.40539 -0.80045
H -2.98788 0.96967 0.77133
H 0.61564 -0.72462 1.61070
H 1.15821 0.84731 3.20083
H 0.21363 2.15062 2.50762
H -0.57649 0.86379 3.24721
H 0.90522 1.76482 0.36042
H 1.71398 0.40529 -0.09747
O 3.01881 0.24203 -2.11863
H 3.51724 0.70109 -1.52342
H 2.21244 -0.05634 -1.85767
O -0.31815 -1.20864 -2.62059
H -1.02225 -1.87559 -2.60847
H -0.52945 -0.48903 -3.31708
*
```

***

DFT (ωB97M-V/def2-TZVPD) results for one molecule with the formula C5H6O2.

molar mass: 98.101 g mol⁻¹
structure (SMILES): O=CCC#CCO
energy: -9374.23066 eV
HOMO: -9.68 eV
energy above the lowest of the compared OMol25 structures with the same formula, charge and spin: 66.07 kcal/mol

ORCA input file:
```
! RIJCOSX wB97M-V def2-TZVPD def2/J DEFGRID3
* xyz 0 1
O 2.40802 0.16393 0.49014
C 1.44592 0.23912 1.20973
C 0.70741 -0.98824 1.78127
C -0.27306 -0.94558 0.70075
C -0.73012 -0.44198 -0.29891
C -1.37616 -0.03326 -1.54762
O -1.07540 1.26973 -1.99704
H 0.91065 1.18957 1.40445
H 1.35070 -1.87187 1.77705
H 0.25267 -0.84859 2.77017
H -1.12783 -0.79514 -2.29722
H -2.45211 -0.05612 -1.37118
H -0.18270 1.27427 -2.36477
*
```